Entry from the Open Molecules 2025 dataset: a molecular structure, C33H40NO2PPt at a distorted geometry (ωB97M-V/def2-TZVPD).

Geometry as XYZ:
```
78
Properties=species:S:1:pos:R:3:forces:R:3
Pt -0.729 -0.487 -0.123 0.09 -4.16 -0.41
C -1.047 -2.393 1.783 0.50 -0.55 -0.86
C -1.610 -3.125 0.685 0.16 0.24 0.35
C -2.588 -2.312 0.087 0.37 -0.47 -0.47
C -2.665 -1.079 0.810 0.08 2.04 0.90
C -1.648 -1.098 1.837 -0.65 1.59 0.16
C -1.582 -0.156 3.008 -0.08 -0.34 0.10
C -3.781 -0.091 0.717 -0.24 -0.28 0.07
C -3.447 -2.657 -1.064 -0.10 0.01 -0.01
C -1.262 -4.509 0.268 -0.04 -0.04 -0.03
C -0.134 -2.958 2.792 0.02 -0.12 0.10
H -0.559 -0.055 3.370 0.02 0.02 -0.01
H -2.187 -0.526 3.840 0.00 -0.05 -0.03
H -1.959 0.828 2.744 -0.03 0.01 -0.03
H -4.108 0.027 -0.315 0.02 0.02 0.01
H -3.498 0.881 1.111 0.03 0.01 0.00
H -4.636 -0.453 1.299 0.02 0.01 -0.05
H -3.624 -1.771 -1.682 0.03 -0.08 0.04
H -4.425 -2.996 -0.701 0.04 0.05 -0.01
H -3.021 -3.453 -1.671 -0.02 -0.01 0.05
H -1.124 -4.554 -0.815 0.02 0.00 0.05
H -2.075 -5.199 0.516 0.05 0.05 0.00
H -0.359 -4.874 0.753 -0.03 0.03 -0.02
H 0.367 -2.189 3.369 0.03 0.03 0.06
H 0.601 -3.634 2.357 -0.01 0.01 0.03
H -0.739 -3.555 3.488 0.02 0.03 -0.04
O -0.622 -2.420 -2.279 -0.08 0.31 0.14
N 0.301 -1.609 -1.635 0.12 0.74 -0.40
C 1.377 -1.469 -2.297 0.55 0.20 0.37
C 2.512 -0.614 -1.939 -0.38 -0.17 -0.18
C 3.622 -0.740 -2.768 0.16 -0.03 -0.11
C 4.747 0.048 -2.579 0.00 -0.05 -0.05
C 4.767 0.970 -1.547 -0.02 0.05 0.06
C 3.664 1.102 -0.710 0.11 -0.07 0.03
C 2.527 0.324 -0.900 -0.07 0.06 -0.02
P 1.227 0.584 0.332 -0.05 0.18 0.71
C 2.049 0.109 1.862 0.03 0.13 0.12
C 2.376 -1.235 2.040 0.20 -0.01 -0.03
C 3.129 -1.626 3.135 -0.02 -0.02 -0.04
C 3.541 -0.680 4.068 0.02 -0.04 0.01
C 3.223 0.659 3.891 -0.03 0.05 -0.03
C 2.486 1.061 2.784 -0.04 -0.01 0.04
C 0.842 2.326 0.405 -0.11 0.13 -0.09
C 1.169 3.200 -0.630 0.04 0.10 0.08
C 0.710 4.510 -0.592 0.00 -0.04 -0.01
C -0.086 4.939 0.460 -0.01 0.02 0.02
C -0.427 4.064 1.487 0.01 -0.03 -0.04
C 0.029 2.758 1.461 0.05 0.11 -0.01
H -1.321 -1.733 -2.461 -0.13 -0.16 0.00
H 1.450 -2.043 -3.216 0.05 -0.07 0.00
H 3.603 -1.466 -3.572 0.00 0.05 0.03
H 5.600 -0.057 -3.238 -0.03 0.00 0.04
H 5.637 1.593 -1.387 -0.02 0.00 0.00
H 3.702 1.817 0.104 -0.01 -0.01 -0.03
H 2.070 -1.970 1.301 0.00 0.00 0.02
H 3.401 -2.666 3.265 -0.03 0.04 -0.01
H 4.121 -0.988 4.929 -0.01 0.01 -0.05
H 3.560 1.396 4.609 -0.02 -0.02 -0.03
H 2.266 2.111 2.641 0.01 -0.05 0.02
H 1.780 2.871 -1.461 0.00 0.02 0.02
H 0.972 5.194 -1.389 0.00 -0.02 0.03
H -0.442 5.961 0.482 0.01 -0.04 0.00
H -1.051 4.403 2.304 0.03 0.00 0.00
H -0.232 2.079 2.264 0.02 0.04 -0.06
C -2.949 0.899 -3.515 -0.10 -0.17 -0.10
C -1.853 1.073 -2.478 -0.13 0.01 0.12
C -0.523 1.336 -3.161 0.22 -0.27 0.03
C -2.205 2.212 -1.536 -0.11 -0.09 0.22
O -1.812 -0.204 -1.772 -0.50 0.96 -0.66
H -3.059 1.817 -4.095 -0.01 -0.04 0.00
H -3.904 0.682 -3.032 0.03 0.02 -0.03
H -2.709 0.085 -4.204 -0.03 0.05 0.02
H -0.554 2.260 -3.738 -0.03 -0.03 0.02
H -0.272 0.516 -3.842 -0.02 0.08 0.00
H 0.279 1.430 -2.423 -0.02 0.01 -0.05
H -2.175 3.167 -2.063 -0.02 -0.05 -0.03
H -1.497 2.270 -0.707 -0.01 0.02 -0.01
H -3.209 2.082 -1.126 0.06 0.03 -0.04
```
Positions in Å, forces in eV/Å.

Output
HOMO-LUMO gap (spin up / spin down): 0.2338 / 0.2346 hartree
DFT total energy: -1946.7754 hartree
Total charge: +2